{
  "formula": "C25H76N8O12",
  "method": "ωB97M-V with the def2-TZVPD basis set",
  "symbols": ["C", "O", "C", "C", "C", "N", "H", "H", "H", "H", "H", "H", "H", "H", "H", "H", "H", "C", "O", "C", "C", "C", "N", "H", "H", "H", "H", "H", "H", "H", "H", "H", "H", "H", "N", "C", "N", "O", "H", "H", "H", "H", "N", "C", "N", "O", "H", "H", "H", "H", "N", "C", "N", "O", "H", "H", "H", "H", "C", "C", "O", "H", "H", "H", "H", "H", "H", "C", "C", "O", "H", "H", "H", "H", "H", "H", "C", "C", "O", "H", "H", "H", "H", "H", "H", "C", "C", "O", "H", "H", "H", "H", "H", "H", "C", "C", "O", "H", "H", "H", "H", "H", "H", "C", "C", "O", "H", "H", "H", "H", "H", "H", "C", "C", "O", "H", "H", "H", "H", "H", "H"],
  "xyz": [[0.43717, 0.73102, -3.34313], [0.47257, 2.15591, -3.37199], [-0.57361, 2.66192, -4.17661], [-0.76373, 4.17287, -3.88750], [0.40571, 5.00614, -4.42598], [-0.79949, 4.42439, -2.41351], [-0.45756, 0.41671, -2.79524], [1.34593, 0.33044, -2.90438], [0.37476, 0.36535, -4.37297], [-0.30824, 2.53598, -5.22960], [-1.51860, 2.19168, -3.88236], [-1.67932, 4.49260, -4.38620], [0.34108, 4.87545, -5.51311], [1.36863, 4.57273, -4.15475], [0.27853, 6.04056, -4.12712], [-1.56808, 3.85689, -2.02585], [0.01599, 3.84606, -2.16781], [-4.22610, 2.39692, 4.72604], [-3.32142, 1.42090, 5.18591], [-2.87074, 0.52132, 4.21654], [-1.95969, -0.51458, 4.85487], [-0.81838, 0.13990, 5.62530], [-1.45532, -1.44506, 3.81735], [-5.22418, 1.99320, 4.53956], [-3.79553, 2.80948, 3.80065], [-4.23951, 3.23504, 5.41943], [-3.70666, -0.00438, 3.73832], [-2.35798, 1.00451, 3.37182], [-2.45745, -1.24808, 5.49891], [-0.39475, -0.57697, 6.33102], [-1.23530, 0.93455, 6.25335], [-0.05975, 0.59266, 4.98597], [-0.69158, -1.94569, 4.26413], [-1.02006, -0.92234, 3.05539], [1.97512, -1.08992, 2.43432], [2.59046, -0.53668, 3.51920], [2.44799, 0.82501, 3.62983], [3.18729, -1.19378, 4.37903], [1.93295, -2.08948, 2.39124], [1.44157, -0.52386, 1.79008], [2.95629, 1.33581, 4.31894], [1.98813, 1.27216, 2.85210], [-4.77507, -1.67410, 1.75233], [-4.81908, -1.37695, 0.41943], [-5.94997, -0.71826, -0.00693], [-3.92328, -1.71745, -0.37099], [-4.03667, -2.32500, 1.97300], [-5.63158, -1.70521, 2.27177], [-6.50071, -0.28279, 0.70841], [-6.11267, -0.61425, -0.98677], [0.83240, 5.11212, 2.24693], [0.52196, 4.50728, 1.05425], [0.28659, 5.38385, 0.05176], [0.57681, 3.28671, 0.87104], [0.68394, 6.08702, 2.40751], [1.16813, 4.59959, 3.04054], [0.15302, 6.35168, 0.26630], [-0.10380, 5.03271, -0.84461], [1.90522, -5.38339, 0.22776], [3.23240, -6.04688, -0.15076], [3.79997, -6.66706, 1.00297], [2.03492, -4.63536, 1.00654], [1.13796, -6.13667, 0.38149], [1.65140, -4.74318, -0.62675], [3.90346, -5.21985, -0.42989], [3.20594, -6.65703, -1.05799], [4.72089, -6.84852, 0.78879], [-3.44659, 2.26780, 0.52798], [-2.56672, 2.44807, -0.69680], [-3.39008, 3.05830, -1.73137], [-2.87950, 1.84516, 1.36484], [-4.31956, 1.63562, 0.39006], [-3.70030, 3.27309, 0.87272], [-2.21488, 1.48420, -1.07790], [-1.71005, 3.07161, -0.47090], [-3.75335, 2.31615, -2.22212], [-0.77120, -1.25934, 0.28594], [0.12742, -0.05996, 0.12276], [0.00180, 0.69416, 1.32846], [-1.81034, -0.99211, 0.47294], [-0.47368, -1.84816, 1.15831], [-0.68070, -1.96046, -0.54781], [-0.11179, 0.57564, -0.73166], [1.15775, -0.39729, -0.05918], [0.21885, 1.62657, 1.14566], [3.45662, 2.11860, -0.79488], [3.58939, 3.56045, -1.22511], [3.89322, 3.72845, -2.62327], [4.25679, 1.46060, -1.13959], [2.53677, 1.65018, -1.15586], [3.44577, 2.06650, 0.29644], [4.39226, 4.00485, -0.63019], [2.67235, 4.12207, -1.03512], [4.69821, 4.25029, -2.64036], [4.55672, -2.43980, 0.39708], [3.95529, -1.67351, -0.74792], [4.83311, -1.74303, -1.88443], [3.80940, -2.47542, 1.18753], [5.44765, -1.97880, 0.82397], [4.83869, -3.46921, 0.19640], [3.79062, -0.63801, -0.44207], [3.01472, -2.11567, -1.08897], [4.41970, -1.21304, -2.57623], [-1.68608, -4.67345, -1.64393], [-2.44629, -4.49043, -0.32384], [-2.07129, -5.29600, 0.79919], [-2.16718, -5.49204, -2.18038], [-0.66938, -4.88493, -1.31250], [-1.72779, -3.78927, -2.27298], [-3.53003, -4.39053, -0.44684], [-2.19132, -3.46997, -0.01549], [-2.15269, -4.72825, 1.56563], [1.15648, -2.78651, -3.22543], [1.72680, -2.64859, -4.64125], [2.38781, -1.39046, -4.89884], [0.31330, -2.10094, -3.09175], [1.86019, -2.56720, -2.43054], [0.71931, -3.78612, -3.22170], [0.97583, -2.87544, -5.40171], [2.52678, -3.38104, -4.78517], [1.67185, -0.91965, -5.33916]],
  "atomic_forces_ev_per_a": [[-0.26, 0.69, -0.42], [0.19, -0.41, 0.09], [-0.08, 1.10, 0.58], [1.01, 0.26, 0.61], [-0.66, -1.08, -0.95], [-0.16, -1.52, -0.64], [0.08, -0.27, -0.04], [0.02, 0.19, 0.17], [-0.09, -0.14, 0.04], [-0.35, -0.28, -0.14], [-0.03, -0.36, -0.38], [-0.15, 0.03, 0.27], [0.21, 0.56, -0.03], [0.02, 0.24, 0.43], [0.25, 0.09, -0.08], [0.21, 0.73, -0.57], [-0.05, 0.21, 0.33], [1.00, 0.13, -0.81], [-0.08, 0.22, 0.75], [-0.51, -0.96, -0.39], [0.94, -0.64, -0.37], [-0.65, 0.38, 0.80], [0.06, 0.34, -0.42], [-0.05, 0.03, 0.03], [-0.46, 0.03, -0.16], [-0.21, -0.26, 0.32], [-0.20, -0.03, 0.08], [0.30, 0.30, 0.25], [-0.59, 0.85, 0.36], [0.37, -0.03, -0.28], [0.08, 0.01, -0.05], [0.04, -0.24, -0.12], [-0.03, -0.16, -0.22], [0.01, 0.05, 0.19], [0.25, 0.16, 0.00], [0.55, -0.51, 1.56], [-0.56, -0.43, -1.07], [-0.49, 0.42, -0.96], [0.03, -0.07, 0.04], [-0.01, -0.14, 0.47], [0.18, -0.02, 0.11], [0.10, 0.45, 0.28], [0.32, 0.19, -0.39], [0.60, -0.67, -1.74], [0.63, -0.34, 1.06], [-1.13, 0.61, 1.00], [-0.07, 0.14, 0.36], [0.00, -0.17, 0.17], [-0.44, 0.20, -0.42], [-0.02, 0.23, -0.07], [-0.07, -0.35, 0.27], [0.75, 0.31, 0.01], [-0.53, -0.60, -0.53], [-0.10, 0.44, 0.21], [-0.03, 0.20, -0.19], [-0.14, -0.38, -0.17], [-0.03, 0.20, -0.06], [0.23, 0.67, 0.66], [0.66, -0.07, -1.34], [0.57, 1.74, 0.51], [-0.14, -0.38, -0.47], [0.00, -0.55, 0.59], [-0.24, 0.32, 0.39], [-0.35, -0.36, -0.16], [-0.05, -0.08, -0.08], [-0.43, -0.52, 0.34], [-0.04, -0.10, 0.18], [1.00, 0.37, 0.86], [-1.50, -0.87, -0.03], [0.70, -0.17, 0.15], [0.12, -0.17, -0.21], [-0.09, 0.14, -0.32], [-0.50, -0.10, -0.09], [0.20, 0.05, 0.14], [0.01, 0.11, 0.09], [-0.15, 0.15, -0.12], [0.11, -0.52, 0.00], [-0.29, 0.07, 0.08], [0.28, 0.11, -0.14], [0.00, 0.09, -0.37], [0.21, 0.13, 0.08], [-0.22, 0.23, -0.18], [-0.26, -0.09, 0.02], [0.11, 0.09, 0.12], [-0.03, 0.04, 0.08], [-0.37, -0.58, -0.09], [0.22, 0.18, -0.20], [0.09, -0.19, 0.44], [0.29, 0.38, -0.08], [-0.11, 0.22, 0.00], [-0.09, 0.02, 0.01], [-0.06, 0.15, 0.00], [-0.05, -0.13, 0.23], [0.01, -0.04, -0.32], [-0.09, -0.15, 0.68], [0.60, -0.47, -0.73], [-0.13, 0.39, 0.22], [0.08, 0.01, 0.18], [-0.06, 0.30, -0.17], [-0.14, -0.06, -0.49], [-0.10, 0.04, -0.03], [-0.18, 0.06, 0.59], [0.17, -0.09, -0.14], [-0.71, -1.17, 1.30], [0.06, 2.74, 0.49], [0.00, -0.79, -0.93], [0.60, -0.22, -0.25], [0.17, -0.20, -0.62], [-0.06, 0.20, 0.21], [-0.03, -0.72, -0.14], [-0.10, 0.03, -0.13], [0.07, -0.03, 0.13], [-0.79, 0.37, -1.24], [1.45, -0.36, 0.59], [-1.27, -0.36, -0.18], [-0.01, 0.05, -0.02], [0.19, -0.44, -0.14], [0.23, -0.12, 0.65], [-0.12, 0.21, 0.07], [-0.19, -0.18, 0.14], [0.56, 0.67, 0.00]],
  "lowdin_charge": [-0.098, -0.195, -0.196, -0.378, -0.057, 0.028, 0.080, 0.083, 0.079, 0.129, 0.117, 0.137, 0.077, 0.073, 0.075, 0.030, 0.068, -0.097, -0.188, -0.224, -0.415, -0.053, 0.039, 0.087, 0.079, 0.087, 0.108, 0.112, 0.136, 0.081, 0.071, 0.067, 0.069, 0.030, 0.173, -0.662, 0.158, -0.001, 0.098, 0.036, 0.098, 0.073, 0.168, -0.648, 0.150, -0.009, 0.102, 0.099, 0.092, 0.101, 0.161, -0.628, 0.170, -0.004, 0.091, 0.101, 0.099, 0.053, -0.072, -0.318, -0.076, 0.066, 0.076, 0.053, 0.082, 0.111, 0.080, -0.061, -0.279, -0.092, 0.053, 0.061, 0.082, 0.109, 0.081, 0.084, -0.067, -0.309, -0.121, 0.061, 0.066, 0.069, 0.082, 0.095, 0.025, -0.085, -0.295, -0.079, 0.071, 0.054, 0.075, 0.112, 0.091, 0.072, -0.069, -0.308, -0.077, 0.051, 0.085, 0.058, 0.086, 0.074, 0.071, -0.067, -0.324, -0.073, 0.072, 0.054, 0.065, 0.104, 0.056, 0.068, -0.072, -0.287, -0.090, 0.059, 0.042, 0.070, 0.113, 0.111, 0.055],
  "de_lowest_ev": 1.111,
  "homo_lumo_gap_ev": 9.37,
  "largest_force_ev_per_a": 2.8,
  "smiles": "COC[C@H](C)N.COC[C@H](C)N.NC(N)=O.NC(N)=O.NC(N)=O.CCO.CCO.CCO.CCO.CCO.CCO.CCO"
}

=====

{
  "formula": "C8H10N2OPb",
  "method": "ωB97M-V with the def2-TZVPD basis set",
  "symbols": ["C", "C", "C", "C", "C", "Pb", "N", "C", "C", "H", "H", "H", "H", "H", "H", "H", "H", "H", "H", "O", "C", "N"],
  "xyz": [[1.10077, -0.24790, -2.03274], [0.80487, 1.14982, -2.09362], [-0.58895, 1.29420, -2.36339], [-1.15769, -0.01279, -2.47161], [-0.11542, -0.96271, -2.25676], [0.00680, -0.20504, 0.97933], [-0.87235, -3.24744, -0.37515], [1.54255, 0.26819, 2.28177], [1.43478, 1.63746, 1.93884], [-1.12121, 2.23873, -2.49417], [1.52554, 1.96397, -1.98305], [-2.19441, -0.24512, -2.70579], [-0.22963, -2.04425, -2.26997], [2.08720, -0.68809, -1.88368], [2.06316, 2.06484, 1.17146], [1.17225, -0.09257, 3.25240], [-0.56469, -3.74601, 0.52284], [0.98404, 2.32118, 2.64575], [2.33537, -0.36490, 1.83089], [-3.88698, -0.67012, 2.91400], [-2.74202, -0.37081, 2.76358], [-1.58399, -0.04062, 2.62907]],
  "atomic_forces_ev_per_a": [[-0.78, 0.19, -0.20], [-0.39, -0.16, -0.06], [0.40, -0.46, 0.09], [1.16, 0.01, 0.15], [0.07, 0.75, -0.58], [-4.63, -1.88, -5.23], [0.51, -0.41, 1.53], [3.83, 0.10, 2.96], [0.95, 0.48, 0.99], [0.14, -0.21, 0.10], [-0.20, -0.18, 0.01], [0.17, 0.03, 0.18], [-0.02, 0.36, 0.22], [-0.20, 0.06, 0.01], [-0.14, -0.02, -0.19], [0.32, 0.29, -0.31], [-0.34, 0.26, -0.90], [-0.23, 0.01, -0.15], [-0.20, 0.60, 0.49], [-0.26, -0.06, 0.13], [2.10, 0.65, -0.35], [-2.25, -0.40, 1.12]],
  "lowdin_charge": [-0.303, -0.283, -0.249, -0.224, -0.294, 1.248, -0.321, -0.583, -0.259, 0.041, 0.043, 0.054, 0.010, 0.049, 0.022, 0.035, -0.320, 0.022, 0.037, -0.013, -0.591, -0.120],
  "de_lowest_ev": 0.000,
  "homo_lumo_gap_ev": [4.46, 5.16],
  "largest_force_ev_per_a": 7.2,
  "charge": -2
}